An isolated molecule of C4H6N2 at a distorted geometry, computed with ωB97M-V with the def2-TZVPD basis set.

Each line ends with the natural charge from an NBO analysis.
Positions of all 12 atoms, in Å:
C1 -1.74 -0.20 0.00  -0.398
N1 -0.29 -0.03 -0.05  -0.370
C2 0.94 -0.89 -0.34  -0.110
C3 2.02 -0.16 -0.01  -0.080
N2 1.62 1.11 0.22  -0.489
C4 0.31 1.13 0.26  0.200
H1 -2.11 -0.57 -0.96  0.208
H2 -2.03 -0.90 0.79  0.207
H3 -2.23 0.77 0.19  0.218
H4 0.67 -1.85 -0.69  0.209
H5 3.05 -0.43 0.07  0.218
H6 -0.22 2.03 0.52  0.188

Values from the calculation:
* HOMO energy: -0.3262 Ha
* SMILES: Cn1ccnc1
* lowest unoccupied orbital energy: 0.88 eV
* orbital gap: 0.3584 hartree

A cluster of 2 separate species, C4H6N2 in total at a distorted geometry, computed with ωB97M-V with the def2-TZVPD basis set.

Each line ends with the natural charge from an NBO analysis.
Positions of all 12 atoms, in Å:
C1 0.36 -2.84 -1.05  0.210
C2 0.48 -1.64 -0.35  0.038
C3 0.51 -0.18 -0.66  -0.048
C4 -0.40 0.87 -0.15  -0.638
N1 0.29 -3.87 -1.53  -0.277
N2 1.56 -0.91 0.04  -0.585
H1 -0.87 -2.07 0.82  0.009
H2 1.01 0.00 -1.69  0.201
H3 0.11 1.84 0.07  0.226
H4 -0.86 0.50 0.70  0.226
H5 -1.11 1.32 -0.96  0.238
H6 1.94 -0.86 0.94  0.399

Values from the calculation:
* HOMO energy: -0.3498 Ha
* lowest unoccupied orbital energy: -0.17 eV
* orbital gap: 0.3436 hartree

An isolated molecule of C4H6N2 at a distorted geometry, computed with ωB97M-V with the def2-TZVPD basis set.

Each line ends with the natural charge from an NBO analysis.
Positions of all 12 atoms, in Å:
N1 -2.50 -0.46 -0.67  -0.350
C1 -1.34 -0.60 -0.69  0.253
C2 -0.02 -0.36 -0.13  -0.028
N2 0.26 -1.06 1.10  -0.805
C3 1.18 0.48 -0.53  -0.370
C4 -0.06 1.16 -0.08  -0.379
H1 -0.59 -1.24 1.62  0.371
H2 0.68 -1.96 0.89  0.370
H3 1.46 0.65 -1.56  0.230
H4 2.02 0.32 0.15  0.245
H5 -0.51 1.52 0.84  0.240
H6 -0.58 1.56 -0.95  0.223

Values from the calculation:
* HOMO energy: -0.3523 Ha
* SMILES: N#CC1(N)CC1
* lowest unoccupied orbital energy: 0.88 eV
* orbital gap: 0.3845 hartree

A cluster of 2 separate species, C4H6N2 in total, computed with ωB97M-V with the def2-TZVPD basis set.

Each line ends with the natural charge from an NBO analysis.
Positions of all 12 atoms, in Å:
C1 1.03 -2.16 -0.04  -0.714
C2 1.31 -3.59 -0.17  0.289
N1 1.52 -4.72 -0.27  -0.350
H1 1.97 -1.67 0.17  0.252
H2 0.26 -2.00 0.71  0.263
H3 0.60 -1.82 -0.98  0.258
C3 -1.29 3.12 0.07  -0.720
C4 -0.74 1.75 0.11  0.308
N2 -0.34 0.69 0.15  -0.355
H4 -1.50 3.45 -0.94  0.257
H5 -0.60 3.80 0.56  0.256
H6 -2.22 3.14 0.63  0.256

Values from the calculation:
* HOMO energy: -0.4151 Ha
* SMILES: CC#N.CC#N
* lowest unoccupied orbital energy: 0.51 eV
* orbital gap: 0.4339 hartree

A cluster of 2 separate species, C4H6N2 in total at a distorted geometry, computed with ωB97M-V with the def2-TZVPD basis set.

Each line ends with the Löwdin spin population.
Positions of all 12 atoms, in Å:
C1 21.63 32.03 -15.08  0.084
C2 20.82 33.11 -15.65  0.294
N1 20.14 33.96 -16.10  0.546
H1 20.97 31.57 -14.35  0.041
H2 22.47 32.44 -14.52  0.029
H3 21.99 31.34 -15.85  -0.002
C3 24.37 28.17 -12.33  0.000
C4 23.46 28.86 -13.27  0.002
N2 22.73 29.42 -13.95  0.007
H4 25.33 28.67 -12.31  0.000
H5 24.52 27.12 -12.60  0.000
H6 23.83 28.28 -11.39  0.000

Values from the calculation:
* HOMO energy (spin up / spin down): -0.5629 / -0.5621 Ha
* net charge: +1
* multiplicity: 2
* lowest unoccupied orbital energy (spin up / spin down): -4.97 / -11.78 eV
* orbital gap (spin up / spin down): 0.3803 / 0.1290 hartree
* <S²>: 0.7546

An isolated molecule of C4H6N2O at a distorted geometry, computed with ωB97M-V with the def2-TZVPD basis set.

Each line ends with the natural charge from an NBO analysis.
Positions of all 13 atoms, in Å:
C1 1.66 -0.33 -1.48  -0.648
C2 0.55 0.17 -0.62  0.219
C3 0.24 -0.48 0.65  -0.679
C4 -0.99 0.19 0.90  0.603
N1 -1.99 -0.06 1.75  -0.774
O1 -1.22 1.17 0.04  -0.334
N2 -0.19 1.17 -0.95  -0.183
H1 2.04 0.46 -2.13  0.228
H2 2.47 -0.76 -0.87  0.231
H3 1.26 -1.14 -2.09  0.238
H4 1.08 0.15 1.02  0.275
H5 -2.05 -0.97 2.18  0.417
H6 -2.87 0.42 1.60  0.407

Values from the calculation:
* HOMO energy: -0.3095 Ha
* SMILES: Cc1cc(N)on1
* lowest unoccupied orbital energy: 0.80 eV
* orbital gap: 0.3390 hartree

Across the entries above, energy above the lowest of the compared OMol25 structures with the same formula, charge and spin takes the values 104.0; 516.6; 251.7; 76.2; 390.8; 370.1 kJ/mol, respectively.